Computed, not measured: a gas-phase ion, C3H7IN (charge +1), with ωB97M-V/def2-TZVPD.

```
12
Properties=species:S:1:pos:R:3:forces:R:3:mulliken_charge:R:1
H -1.1287 -0.8155 -1.3395 0.099 -0.232 -0.517 0.46
N -0.4531 -0.0446 0.5020 -2.072 -1.562 1.076 -0.08
I -3.3329 0.0432 -0.0269 0.563 -0.584 -0.173 0.22
H 1.7436 0.0787 1.0390 -0.591 0.462 0.416 0.30
H 0.1906 2.0529 0.2876 -0.601 0.024 0.207 0.30
H 1.5050 -0.5530 -0.6298 -1.434 0.037 1.316 0.23
C -1.4041 -0.9127 -0.3096 -0.009 -1.152 1.403 -0.84
C 1.0265 0.0192 0.2309 0.530 -0.356 -2.041 -0.19
H -0.2899 1.0787 -1.1947 0.169 0.397 -0.892 0.27
H -1.0161 0.0711 1.4127 2.129 0.131 -0.954 0.39
H -1.3722 -2.0195 0.0683 -0.147 2.285 -0.679 0.38
C 0.0768 1.0971 -0.2003 1.364 0.552 0.838 -0.43
```
Positions in Å, forces in eV/Å.

Charge = +1
Energy above the lowest of the compared OMol25 structures with the same formula, charge and spin = 48.4 kcal per mole
Orbital gap = 10.2 eV
Strongest force on any atom = 2.809 eV/A
Lowest unoccupied orbital energy = -3.970 eV
DFT total energy = -470.6262 hartree
SMILES = IC[NH+]1CC1
2S+1 = 1
HOMO level = -0.5195 Eh

Computed, not measured: a gas-phase ion, C3H7IN3OS (charge +1), with ωB97M-V/def2-TZVPD.

```
16
Properties=species:S:1:pos:R:3:forces:R:3:mulliken_charge:R:1
H -0.9037 2.5210 0.1173 -0.014 -0.049 -0.172 0.32
H -0.3712 1.3350 1.3609 -0.071 0.339 0.059 0.45
C 0.9244 -0.1371 -0.0078 0.612 -0.524 -0.660 -0.06
C -1.3416 -0.6609 0.4320 -0.230 -0.312 -0.517 -0.31
N 0.6066 1.1357 -0.4878 0.446 -0.057 -0.286 -0.24
H 2.9690 -0.3547 0.1967 0.071 1.219 0.224 0.27
N -0.0135 -1.1610 -0.1008 -1.187 0.945 1.129 -0.01
H 0.2873 1.0801 -1.4538 -0.076 0.181 0.027 0.32
O -1.6376 0.5967 -0.0896 -0.055 0.267 0.458 -0.33
N 2.0656 -0.3529 0.6531 -0.269 0.035 -0.002 -0.24
C -0.6141 1.4934 0.3052 0.146 -0.455 -0.031 -0.41
H 2.0245 -0.5718 1.6413 0.028 -1.262 -0.321 0.28
I -2.9093 -2.0115 0.0458 0.022 -0.001 -0.055 0.21
H 0.0984 -0.5634 -2.4082 -0.307 0.083 0.015 0.18
H -1.2397 -0.6272 1.5184 0.168 0.043 -0.010 0.53
S 0.0551 -1.7213 -1.7228 0.717 -0.450 0.143 0.04
```
Positions in Å, forces in eV/Å.

Charge = +1
Orbital gap = 7.0 eV
Strongest force on any atom = 1.891 eV/A
Lowest unoccupied orbital energy = -6.260 eV
DFT total energy = -1053.5386 hartree
SMILES = NC1=[N+](S)[C@H](I)OCN1
2S+1 = 1
HOMO level = -0.4886 Eh

Computed, not measured: 2 unconnected molecules or ions with the total composition C3H7INS, with ωB97M-V/def2-TZVPD.

```
13
Properties=species:S:1:pos:R:3:forces:R:3:mulliken_charge:R:1
H 1.5456 0.4183 -0.3457 0.466 -0.388 -0.576 0.25
C 2.2700 -1.4765 -0.5679 0.906 -0.011 0.790 -0.44
H -0.8207 1.3705 0.9592 -1.279 0.317 0.499 0.21
N -0.2910 0.7297 0.4189 2.056 0.109 -0.088 -0.06
C 0.9082 1.1258 0.1499 -0.983 1.184 0.748 0.06
I 1.5259 3.0420 0.6063 -0.022 -0.573 -0.014 0.27
H 2.3013 -1.9402 0.4665 0.267 -0.161 -1.126 0.26
S 3.7182 -1.6954 -1.3209 -0.918 0.947 -0.494 -0.01
H -0.0087 -1.4074 0.0683 -1.142 2.231 -0.269 0.23
C -0.7508 -0.5106 -0.1722 1.816 -3.380 3.030 -0.73
H 3.4765 -0.8295 -2.4106 0.335 -1.054 0.814 0.17
H -1.6533 -0.9494 0.2086 -0.881 0.838 -0.181 0.36
H -0.5995 -0.3665 -1.1643 -0.623 -0.058 -3.131 0.41
```
Positions in Å, forces in eV/Å.

Charge = +1
Energy above the lowest of the compared OMol25 structures with the same formula, charge and spin = 67.0 kcal per mole
Orbital gap = 7.9 eV
Strongest force on any atom = 4.889 eV/A
Lowest unoccupied orbital energy = -4.839 eV
DFT total energy = -868.7325 hartree
2S+1 = 1
HOMO level = -0.4681 Eh

Computed, not measured: a molecular structure, C3H7IO2S, with ωB97M-V/def2-TZVPD.

```
14
Properties=species:S:1:pos:R:3:forces:R:3:mulliken_charge:R:1
H -1.0627 0.6743 1.6365 -0.045 0.083 0.146 0.42
H -0.9592 0.9773 -0.8250 0.086 0.039 -0.004 0.34
H -0.9114 -1.3844 0.0896 -0.059 -0.128 0.016 0.34
C -0.1484 1.0212 1.1530 0.220 0.534 -0.262 -0.71
O 1.5301 2.9756 0.5611 -1.815 -0.545 1.235 -0.58
H 0.7165 0.6807 1.7193 0.059 -0.009 0.135 0.40
C -0.0607 -0.9403 -0.4242 0.006 0.159 0.071 -1.27
H 0.8064 0.9955 -0.7601 -0.084 0.066 -0.023 0.26
H 0.8548 -1.3453 0.0062 0.006 -0.081 0.030 0.34
I 1.6821 4.3723 -0.7778 0.098 0.372 -0.369 0.25
O -1.0882 3.3264 0.3022 -0.943 0.490 -0.803 -0.49
S -0.1663 2.8520 1.2974 2.499 -0.892 -0.024 0.60
C -0.0895 0.5781 -0.2988 -0.032 -0.015 -0.102 -0.23
H -0.1026 -1.2300 -1.4717 0.005 -0.075 -0.045 0.35
```
Positions in Å, forces in eV/Å.

Charge = 0
Energy above the lowest of the compared OMol25 structures with the same formula, charge and spin = 28.3 kcal per mole
Orbital gap = 8.6 eV
Strongest force on any atom = 2.653 eV/A
Lowest unoccupied orbital energy = -0.503 eV
DFT total energy = -964.7992 hartree
2S+1 = 1
HOMO level = -0.3356 Eh

Computed, not measured: 2 unconnected molecules or ions with the total composition C3H7IO2S, with ωB97M-V/def2-TZVPD.

```
14
Properties=species:S:1:pos:R:3:forces:R:3:mulliken_charge:R:1
O 0.6614 -0.2236 -0.1119 0.410 3.996 -0.095 -0.17
H -1.9938 -1.4262 0.8079 0.044 -0.725 -0.122 0.13
O 3.4049 0.3232 0.0444 -0.375 -0.411 -0.250 -0.42
H -3.4227 -1.3149 -0.3786 0.858 -0.699 0.523 0.24
H 0.6708 2.0949 -0.5816 0.631 1.237 -0.432 0.29
C 1.7712 2.2758 -0.4855 -0.689 -0.988 -1.637 -0.74
H 1.9493 2.4453 0.5623 0.497 0.193 0.267 0.29
S 2.2737 0.5356 -0.8587 1.701 1.337 0.155 0.53
C -3.0600 -1.3195 0.6815 -1.613 0.822 -1.239 -0.80
H 2.3173 2.9994 -1.2291 -1.391 -1.451 1.498 0.30
I 1.9975 -2.7586 -0.5842 0.606 -0.568 -0.288 -0.09
H -3.7543 -1.9852 1.2330 0.845 0.458 -0.011 0.26
C 0.4471 -1.3786 0.0325 -1.284 -3.337 0.770 -0.08
H -3.2622 -0.2676 0.8679 -0.240 0.134 0.862 0.26
```
Positions in Å, forces in eV/Å.

Charge = 0
Energy above the lowest of the compared OMol25 structures with the same formula, charge and spin = 83.4 kcal per mole
Orbital gap (alpha / beta) = 7.1 / 7.1 eV
Strongest force on any atom = 4.018 eV/A
Lowest unoccupied orbital energy (alpha / beta) = -0.967 / -0.965 eV
DFT total energy = -964.7113 hartree
2S+1 = 1
HOMO level (alpha / beta) = -0.2973 / -0.2974 Eh

Computed, not measured: a molecular structure, C3H7KO3S2, with ωB97M-V/def2-TZVPD.

```
16
Properties=species:S:1:pos:R:3:forces:R:3:mulliken_charge:R:1
H -0.7916 1.0321 0.4898 -1.323 -0.209 -0.278 0.34
H -1.0710 -1.4477 1.0651 -0.298 0.613 -1.388 0.28
S 0.0747 -1.1152 -1.1410 -0.113 -0.462 1.199 -0.07
H 1.1596 -0.6563 1.0892 0.251 -0.194 -1.496 0.24
H -2.6574 0.7385 0.7664 2.030 -0.890 -0.655 0.00
H 2.1894 -1.7708 0.0622 -0.911 1.283 -0.334 0.41
O 3.6928 0.5693 0.5471 -3.156 -0.044 -1.187 -0.67
O 3.1533 0.3671 -1.8193 -2.478 0.169 2.386 -0.65
C -1.3725 -1.0446 0.0401 -0.017 0.848 0.740 -0.62
C 1.5013 -0.8628 0.0204 0.248 -0.045 0.814 -0.66
K -4.3022 1.9565 0.8201 -0.692 0.698 -0.066 0.99
O 1.6331 1.9240 -0.3513 2.310 -4.803 -0.128 -0.67
C -1.7397 0.5273 0.1190 0.770 -1.112 -0.424 -0.76
H -1.8697 0.8616 -0.9607 -0.142 -0.157 1.378 0.39
S 2.5492 0.6076 -0.4516 2.492 3.569 -0.580 1.10
H -2.2383 -1.6833 -0.3029 1.030 0.738 0.018 0.33
```
Positions in Å, forces in eV/Å.

Charge = 0
Orbital gap = 4.7 eV
Strongest force on any atom = 5.331 eV/A
Lowest unoccupied orbital energy = -2.418 eV
DFT total energy = -1740.4260 hartree
2S+1 = 1
HOMO level = -0.2627 Eh

Computed, not measured: a molecular structure, C3H7LaO3, with ωB97M-V/def2-TZVPD.

```
14
Properties=species:S:1:pos:R:3:forces:R:3:lowdin_spin:R:1
O 0.0592 -0.4010 0.9855 0.368 -0.322 -1.161 0.00
C -0.5384 0.6850 1.6594 -0.358 1.156 0.026 0.00
H -0.0514 0.8396 2.6329 -0.110 0.086 -0.324 0.00
La 0.8956 -1.3715 -1.2176 0.154 1.231 -0.960 0.21
O 0.2649 -2.5805 0.5595 0.111 0.039 -0.600 0.01
H 0.4277 -1.7997 2.4695 -0.189 -0.127 -0.368 0.00
C 0.5877 1.5932 -3.3026 0.247 -0.484 -0.134 0.56
H -1.2397 -1.8243 1.7647 0.398 -0.051 -0.142 0.00
H -0.3225 2.0758 -2.9181 0.444 -0.276 -0.171 0.03
H -0.4310 1.5849 1.0011 0.006 -0.741 0.750 0.00
H -1.6119 0.5042 1.8174 0.272 -0.031 -0.050 0.00
H 1.1807 2.0535 -4.1032 -0.284 -0.195 0.394 0.03
O 0.9368 0.3856 -2.8780 -0.665 -0.482 1.607 0.15
C -0.1579 -1.7448 1.5294 -0.393 0.195 1.135 0.00
```
Positions in Å, forces in eV/Å.

Charge = +1
Energy above the lowest of the compared OMol25 structures with the same formula, charge and spin = 0.0 kcal per mole
Orbital gap (alpha / beta) = 4.5 / 8.6 eV
Strongest force on any atom = 1.805 eV/A
Lowest unoccupied orbital energy (alpha / beta) = -5.037 / -5.161 eV
DFT total energy = -375.5195 hartree
2S+1 = 2
HOMO level (alpha / beta) = -0.3517 / -0.5067 Eh

Computed, not measured: a single C3H7N molecule, with ωB97M-V/def2-TZVPD.

```
11
Properties=species:S:1:pos:R:3:forces:R:3:mulliken_charge:R:1
H -1.1640 -1.2131 1.8037 0.465 -0.547 -0.907 0.20
C -0.0674 0.4198 0.0559 0.885 -0.985 -0.174 -0.37
N -0.6099 -1.6787 1.0738 0.311 0.424 -0.124 -0.45
H -0.2099 2.1431 -1.1686 1.701 -0.975 0.603 0.22
H 0.3691 -1.5234 -0.7556 0.481 -0.142 -0.383 0.31
H -0.7971 -2.6301 0.8419 -0.433 -0.261 0.310 0.20
H -0.5610 0.9311 0.8594 -0.397 -0.222 0.635 0.20
H 1.0537 1.0152 -1.7356 0.275 -0.040 0.423 0.30
H 1.3868 2.0574 -0.2071 -1.047 -1.156 -1.080 0.22
C -0.0350 -0.9297 0.0341 -1.159 1.669 1.393 0.11
C 0.6347 1.4084 -0.8020 -1.082 2.235 -0.695 -0.95
```
Positions in Å, forces in eV/Å.

Charge = 0
Energy above the lowest of the compared OMol25 structures with the same formula, charge and spin = 11.9 kcal per mole
Orbital gap = 8.9 eV
Strongest force on any atom = 2.579 eV/A
Lowest unoccupied orbital energy = 1.257 eV
DFT total energy = -173.2230 hartree
SMILES = C/C=C/N
2S+1 = 1
HOMO level = -0.2816 Eh